96
Properties=species:S:1:pos:R:3:forces:R:3 method="wB97M-V/def2-TZVPD" e_homo_ev=-8.48 smiles=COC[C@H](C)N.COC[C@H](C)N.COC[C@H](C)N.CCO.CCO.CCO.CCO.CCO lumo_energy_ev=0.43 multiplicity=1 homo_lumo_gap_ev=8.911
C 4.061 13.243 -4.920 1.31 0.19 -0.49
C 3.101 14.137 -4.217 -0.49 -0.86 -0.65
O 1.962 14.294 -5.081 0.11 0.56 0.74
H 4.474 13.765 -5.783 0.00 0.11 -0.11
H 3.688 12.299 -5.317 -0.26 -0.04 0.52
H 4.903 13.088 -4.245 0.11 -0.41 -0.03
H 3.575 15.104 -4.050 -0.04 0.02 0.29
H 2.776 13.652 -3.297 -0.03 0.35 0.30
H 1.600 15.118 -4.746 -0.73 0.01 -0.21
C -3.893 13.284 -11.291 0.81 -0.84 -1.11
C -4.149 13.651 -9.840 -0.08 -0.69 -2.39
O -5.426 14.233 -9.813 -0.50 0.82 1.05
H -2.916 12.816 -11.409 0.30 0.10 0.07
H -3.945 14.088 -12.025 0.08 0.50 0.48
H -4.567 12.545 -11.725 -0.45 -0.21 0.50
H -3.354 14.358 -9.603 -0.40 0.05 0.81
H -4.125 12.706 -9.297 0.32 0.28 0.66
H -6.078 13.529 -9.843 -0.07 -0.01 0.01
C -6.385 13.473 -5.929 -0.62 0.07 0.38
C -7.305 12.267 -6.021 0.90 -0.51 -0.14
O -8.112 12.390 -7.152 -0.77 0.39 -0.94
H -5.488 13.241 -5.354 -0.06 0.07 0.09
H -6.974 14.236 -5.420 0.39 0.39 -0.01
H -6.087 13.854 -6.905 -0.08 -0.20 -0.07
H -7.936 12.160 -5.139 0.15 0.03 0.33
H -6.716 11.359 -6.154 0.24 -0.24 0.36
H -8.647 11.596 -7.226 -0.10 0.02 -0.07
C -2.130 13.671 -6.585 -0.30 -0.67 1.43
C -1.608 13.368 -5.145 -0.43 -1.05 -1.33
O -1.107 12.010 -5.100 -0.06 1.18 -1.14
H -3.100 13.187 -6.697 0.02 -0.21 -0.19
H -1.453 13.265 -7.336 0.06 0.44 -0.06
H -2.341 14.739 -6.641 0.37 0.05 -0.40
H -2.478 13.412 -4.491 0.16 0.47 0.37
H -0.855 14.125 -4.926 0.20 -0.22 0.50
H -1.059 11.670 -4.204 -0.08 -0.02 0.78
C 2.172 10.862 -2.800 -0.29 0.88 -0.10
C 2.443 9.433 -2.531 0.12 -0.06 0.33
O 1.219 8.690 -2.558 0.65 -0.35 -0.35
H 3.078 11.460 -2.709 0.04 0.03 -0.07
H 1.456 11.224 -2.062 -0.06 0.33 -0.02
H 1.748 10.971 -3.798 -0.05 0.22 0.00
H 2.930 9.349 -1.559 0.07 -0.31 0.17
H 3.162 9.113 -3.284 -0.42 -0.78 -0.05
H 0.655 9.051 -1.870 0.05 -0.04 0.08
C 2.586 12.825 -8.972 0.63 -0.83 0.32
C 1.240 12.376 -8.359 -0.31 1.62 0.58
C 0.479 11.400 -9.207 0.12 0.29 -1.10
O 0.029 12.040 -10.439 1.11 -0.99 1.70
C -0.464 11.119 -11.394 0.14 1.75 -0.31
N 1.386 11.812 -7.016 1.09 -0.53 0.06
H 3.239 13.317 -8.251 -0.33 0.27 0.35
H 2.590 13.463 -9.856 -0.75 0.01 0.06
H 3.187 11.962 -9.259 -0.10 -0.39 -0.08
H 0.641 13.282 -8.275 -0.31 0.39 -0.26
H -0.369 10.966 -8.676 -0.16 0.05 0.13
H 1.210 10.613 -9.394 -0.18 -0.46 -0.47
H 0.205 10.298 -11.651 -0.04 -0.29 0.51
H -0.459 11.784 -12.258 -0.59 -0.45 -0.50
H -1.482 10.850 -11.112 0.00 -0.58 -0.24
H 0.546 11.752 -6.458 -0.64 -0.03 -0.42
H 1.976 12.388 -6.433 0.19 0.21 -0.33
C 0.063 16.581 -7.903 -0.10 0.11 -0.84
C 1.570 16.634 -8.278 -1.23 1.00 1.01
C 2.014 17.941 -8.947 -0.75 -1.51 -0.95
O 1.275 17.976 -10.183 0.21 0.65 0.17
C 0.919 19.283 -10.580 0.48 0.51 0.45
N 2.324 16.544 -7.053 0.90 -0.70 0.86
H -0.223 17.359 -7.194 0.24 0.23 0.08
H -0.200 15.630 -7.441 0.28 -0.16 0.05
H -0.606 16.679 -8.758 0.08 0.06 -0.20
H 1.786 15.781 -8.921 0.23 0.10 -0.06
H 3.085 17.871 -9.133 0.14 0.06 -0.22
H 1.873 18.807 -8.301 -0.51 0.15 0.00
H 0.114 19.693 -9.970 -0.43 -0.18 0.03
H 0.656 19.357 -11.635 -0.03 -0.45 0.08
H 1.748 19.966 -10.399 0.32 0.13 -0.23
H 2.115 17.302 -6.419 -0.06 0.67 -0.27
H 1.980 15.759 -6.517 0.38 -0.57 -0.27
C -2.381 12.521 -1.265 -0.82 0.48 0.18
C -2.616 11.130 -1.794 0.00 0.76 -0.53
C -3.804 11.042 -2.782 -0.32 -0.86 0.86
O -4.998 11.036 -1.978 0.18 1.36 -0.93
C -6.153 11.482 -2.678 -0.96 -0.28 1.21
N -1.356 10.770 -2.492 -1.27 -0.69 0.31
H -1.690 12.474 -0.424 0.43 0.20 -0.28
H -3.278 12.969 -0.839 -0.21 -0.08 -0.14
H -2.050 13.143 -2.097 0.33 0.21 0.27
H -2.829 10.528 -0.910 -0.13 -0.60 -0.23
H -3.868 10.112 -3.347 0.69 -0.44 -0.01
H -3.760 11.791 -3.573 -0.16 0.66 0.34
H -6.537 10.745 -3.383 0.33 -0.01 -0.39
H -6.176 12.493 -3.086 0.98 0.01 -0.44
H -6.937 11.582 -1.928 -0.04 -0.35 0.28
H -1.532 9.806 -2.734 0.65 -0.45 -0.51
H -0.618 10.760 -1.802 0.21 0.12 0.03

***

100
Properties=species:S:1:pos:R:3:forces:R:3 method="wB97M-V/def2-TZVPD" e_homo_ev=-3.00 total_charge=-1 lumo_energy_ev=2.48 multiplicity=1 homo_lumo_gap_ev=5.477
C 0.316 2.258 2.976 -0.76 0.31 0.25
P 1.027 2.531 1.189 -0.08 0.89 0.41
C 0.150 4.179 0.630 -0.83 0.20 0.93
Ga 0.160 0.925 -0.311 0.11 -0.03 -0.43
C 0.430 1.745 -2.221 1.58 0.45 0.34
N 0.123 0.639 -3.207 0.59 0.39 -0.79
C 1.169 -0.878 -0.297 1.08 -0.40 -1.24
O 1.470 -1.420 1.037 -3.35 5.14 -1.87
O 2.090 -2.566 0.935 3.14 -6.06 -1.72
P -2.132 0.774 0.123 -0.77 0.37 0.73
N -2.886 0.104 -1.384 -1.36 0.15 0.73
O -2.441 -0.361 1.408 0.26 -1.30 -1.92
H -0.217 1.214 2.969 1.07 1.97 0.45
H 1.204 2.341 3.740 -1.85 -0.38 -1.34
H -0.487 3.102 3.235 1.67 -1.87 -0.52
H -0.939 4.172 1.117 2.15 0.15 -1.35
H 0.090 4.263 -0.543 0.17 -0.05 2.41
H 0.741 5.054 1.136 -1.18 -1.45 -1.33
H 1.592 1.992 -2.290 -2.20 0.05 0.09
H -0.167 2.738 -2.386 0.95 -2.02 -0.02
H 0.945 -0.030 -3.247 -1.39 1.28 -0.04
H -0.032 1.042 -4.159 0.50 -0.65 0.98
H 2.197 -0.701 -0.872 -1.68 -0.48 1.16
H 0.553 -1.632 -0.984 1.09 1.01 1.69
H 2.053 -2.917 -0.023 -0.27 1.12 1.79
H -3.813 -0.271 -1.033 1.10 0.65 -0.66
H -3.137 0.977 -1.928 0.33 -1.29 0.64
H -2.250 -1.309 1.131 -0.09 1.63 0.36
C -3.390 -5.318 -2.185 0.09 -0.33 -0.03
C -3.343 -4.240 -1.114 -0.07 0.26 -0.53
C -4.562 -3.334 -1.187 -0.19 0.16 0.25
O -2.163 -3.459 -1.283 0.15 -0.19 0.07
H -3.399 -4.876 -3.187 -0.11 0.05 0.09
H -2.501 -5.955 -2.129 -0.13 0.06 0.06
H -4.279 -5.947 -2.073 0.06 0.03 -0.05
H -3.289 -4.706 -0.124 0.07 0.22 -0.17
H -4.612 -2.820 -2.154 0.04 -0.13 0.01
H -4.509 -2.555 -0.418 0.02 -0.19 -0.05
H -5.486 -3.903 -1.045 0.04 0.05 -0.02
H -2.202 -3.041 -2.159 0.02 0.09 0.44
C -3.008 4.232 -5.347 0.36 0.11 -0.08
C -3.525 2.832 -5.057 -0.38 0.45 0.24
C -4.936 2.641 -5.589 -0.16 -0.32 -0.16
O -3.517 2.608 -3.649 -0.03 -0.04 0.10
H -3.635 4.989 -4.864 -0.08 -0.10 -0.09
H -1.996 4.358 -4.948 -0.13 -0.09 -0.09
H -2.987 4.430 -6.423 -0.01 0.03 0.09
H -2.857 2.091 -5.511 -0.05 0.02 0.29
H -5.632 3.342 -5.114 0.13 0.07 -0.07
H -5.300 1.633 -5.362 0.12 0.12 -0.07
H -4.974 2.791 -6.672 -0.05 0.01 0.08
H -4.107 3.261 -3.238 0.28 -0.26 -0.16
C 5.228 0.609 5.870 0.06 0.20 0.36
C 4.445 1.119 4.671 0.28 -0.65 -0.22
C 3.766 -0.021 3.928 -0.35 0.10 -0.18
O 5.329 1.800 3.784 0.27 0.21 -0.02
H 6.018 -0.082 5.558 -0.15 -0.05 -0.06
H 5.721 1.439 6.388 -0.12 -0.07 -0.04
H 4.573 0.094 6.579 0.09 0.01 -0.05
H 3.692 1.842 5.002 0.20 0.06 -0.19
H 4.504 -0.735 3.546 0.02 0.01 0.15
H 3.216 0.359 3.060 0.01 -0.04 0.17
H 3.067 -0.556 4.579 0.05 0.00 -0.10
H 6.001 1.165 3.484 -0.40 0.22 0.12
C -0.648 -3.107 2.984 -0.13 0.21 -0.05
C -1.680 -4.202 3.200 0.71 0.02 -0.18
C -1.038 -5.471 3.739 -0.18 -0.28 0.23
O -2.330 -4.490 1.964 -0.25 -0.20 -0.14
H 0.105 -3.418 2.252 -0.01 -0.02 0.14
H -1.123 -2.204 2.585 0.14 -0.12 0.22
H -0.142 -2.852 3.920 0.00 0.02 -0.11
H -2.447 -3.853 3.900 -0.08 -0.10 -0.25
H -0.298 -5.865 3.033 0.04 0.18 0.04
H -1.791 -6.254 3.877 0.04 0.11 0.04
H -0.543 -5.287 4.697 0.00 -0.04 -0.10
H -1.657 -4.801 1.337 -0.15 0.30 0.25
C 0.365 9.124 -1.249 0.36 0.11 -0.10
C -0.152 7.724 -0.958 -0.43 0.41 0.22
C -1.564 7.534 -1.490 -0.16 -0.34 -0.15
O -0.144 7.500 0.449 0.05 0.10 0.14
H -0.263 9.882 -0.766 -0.09 -0.09 -0.09
H 1.377 9.251 -0.849 -0.12 -0.09 -0.10
H 0.386 9.322 -2.325 -0.01 0.04 0.09
H 0.515 6.984 -1.412 -0.07 0.01 0.29
H -2.260 8.235 -1.016 0.12 0.09 -0.06
H -1.928 6.526 -1.263 0.15 0.11 -0.06
H -1.601 7.684 -2.574 -0.04 0.01 0.08
H -0.734 8.153 0.861 0.23 -0.29 -0.23
C 5.987 -6.104 0.287 0.36 0.13 0.00
C 4.711 -5.317 0.034 -0.09 -0.61 0.10
C 3.554 -5.857 0.860 -0.27 0.21 0.14
O 4.378 -5.390 -1.350 -0.02 0.01 -0.30
H 5.861 -7.156 0.008 -0.11 0.04 0.11
H 6.808 -5.712 -0.323 -0.12 0.02 0.12
H 6.279 -6.055 1.340 -0.01 -0.04 -0.10
H 4.875 -4.262 0.277 -0.11 -0.11 -0.24
H 3.341 -6.901 0.601 0.17 -0.01 0.02
H 2.640 -5.289 0.658 0.19 0.00 0.12
H 3.773 -5.801 1.931 -0.08 -0.01 -0.11
H 4.230 -6.323 -1.574 0.05 0.42 0.16

***

What are the energy values for these records? In order: -44681.710; -116208.899 eV.